*a*
ORCA calculation (ωB97M-V/def2-TZVPD) on 2 unconnected molecules or ions with the total composition C2H9NO.

For the HOMO-LUMO gap, the calculation gives 10.8 eV. Its SMILES is COC.N. As for the highest occupied orbital energy: -0.3634 Ha.

Bonds (Å) are listed after each position.
Geometry (Å):
1 C -0.730 -1.896 0.533  H3 1.058, H4 1.095, H5 1.115, O10 1.494
2 N 2.339 1.686 -0.926  H6 1.040, H7 1.044, H8 1.020
3 H -1.640 -1.878 1.072  C1 1.058
4 H -0.062 -2.642 0.975  C1 1.095
5 H -0.927 -1.998 -0.560  C1 1.115
6 H 1.778 1.462 -1.773  N2 1.040
7 H 2.715 0.747 -0.670  N2 1.044
8 H 1.536 1.692 -0.296  N2 1.020
9 C -0.995 0.569 0.309  O10 1.373, H11 1.129, H12 1.153, H13 1.150
10 O -0.245 -0.497 0.739  C1 1.494, C9 1.373
11 H -1.368 0.619 -0.757  C9 1.129
12 H -0.445 1.576 0.416  C9 1.153
13 H -1.957 0.560 0.938  C9 1.150

*b*
ORCA calculation (ωB97M-V/def2-TZVPD) on 2 unconnected molecules or ions with the total composition C2H9NO.

For the HOMO-LUMO gap, the calculation gives 10.4 eV. Its SMILES is CCN.O. As for the highest occupied orbital energy: -0.3475 Ha.

Bonds (Å) are listed after each position.
Geometry (Å):
1 C -0.249 -1.192 0.499  C2 1.440, H4 1.118, H5 1.130, H6 1.168
2 C -0.914 -2.065 1.432  C1 1.440, N3 1.564, H7 1.078, H8 1.293
3 N -1.742 -3.153 0.674  C2 1.564, H9 0.985, H10 1.012
4 H 0.502 -0.445 0.857  C1 1.118
5 H 0.014 -1.923 -0.322  C1 1.130
6 H -0.929 -0.386 -0.003  C1 1.168
7 H -0.308 -2.525 2.197  C2 1.078
8 H -1.834 -1.303 1.927  C2 1.293
9 H -1.681 -3.972 1.218  N3 0.985
10 H -2.729 -2.929 0.665  N3 1.012
11 H 2.673 4.648 -2.273  O13 0.932
12 H 3.002 5.919 -1.535  O13 1.017
13 O 2.558 5.567 -2.379  H11 0.932, H12 1.017

If we sort the structures by their calculated energies, the order from most to least stable is *a*, *b*.